Record 1
Below is a structure of composition C27H41BaClFN2O5P in a non-equilibrium geometry, with properties calculated with ωB97M-V/def2-TZVPD.

Output
charge	+2
maximum force	10.75	eV Å⁻¹
electronic energy	-67066.688	eV
LUMO energy	-8.84	eV
HOMO-LUMO gap	3.872	eV
molar mass	696.39	g/mol
HOMO	-12.708	eV

Structure (XYZ):
```
79
Properties=species:S:1:pos:R:3:forces:R:3:mulliken_charge:R:1
C -3.328789 -7.193308 -0.400130 1.07 -0.49 0.80 -0.934
C -3.400318 -5.940481 0.692342 0.33 -0.59 -0.15 -0.382
C -4.275808 -4.642086 0.104960 1.89 -0.16 0.77 -0.004
Cl -5.597957 -5.367379 -0.971370 1.03 1.26 0.80 -0.152
C -3.201540 -3.668336 -0.688978 2.56 2.60 -1.97 0.234
C -3.316990 -3.505810 -2.345061 3.98 2.95 0.80 -0.983
C -2.238899 -2.542161 -3.135847 -1.29 -1.06 2.10 0.393
C -2.401202 -2.355941 -4.789561 0.88 -0.65 0.41 -0.828
P -3.045183 -0.557149 -5.172100 -1.52 4.66 3.48 0.974
O -3.342504 0.248985 -3.828487 1.31 -2.95 -4.45 -0.651
O -1.741014 0.308404 -6.011311 -1.77 -0.95 1.94 -0.548
O -4.518532 -0.546397 -6.103920 2.52 0.43 1.65 -0.539
C -0.990921 -1.722175 -2.381538 -1.62 -0.73 -0.97 0.427
N -0.116770 -0.890456 -3.277979 1.42 -0.72 7.28 -0.305
C 0.942818 -0.264789 -2.414865 -1.09 -1.37 0.84 0.592
C 2.071427 0.678858 -3.210984 -1.33 -0.14 2.55 -0.650
C 2.006649 2.155170 -2.437643 -5.35 5.18 -2.16 0.508
O 0.985872 2.961571 -2.804055 8.25 -6.09 3.23 -0.417
F 3.034773 2.538189 -1.409496 -3.17 -1.75 -3.46 -0.177
C 1.132078 -0.403971 -0.804922 -2.96 -1.97 -1.30 -0.424
N 0.200695 -1.236084 0.029418 0.11 1.04 -6.13 -0.179
C -0.884754 -1.901425 -0.768064 0.11 -0.03 0.52 -0.178
C -1.974737 -2.832835 0.082372 -1.94 -1.18 -2.43 0.546
C -1.871595 -3.008774 1.708722 1.50 0.18 0.06 -0.636
C -1.800913 -1.610095 2.560007 -0.59 0.53 0.50 -0.642
C -2.604337 -0.346143 1.893796 0.58 0.48 0.95 -0.338
C -2.253183 1.005251 2.814582 -0.77 0.18 -1.59 -0.735
C -0.696002 1.509805 2.650674 0.42 0.08 1.65 0.217
C -0.502361 3.145481 2.693283 0.70 0.93 0.03 -0.775
C 1.072223 3.622918 2.394082 -0.03 0.35 1.40 0.239
C 1.161540 5.075480 1.638553 -0.20 -0.37 -1.47 -0.580
C 2.670111 5.533662 1.187536 0.44 0.85 0.36 -0.479
C 3.887570 4.897339 2.082363 1.38 0.43 -1.10 -0.667
C 4.566883 3.576328 1.318203 0.04 -0.20 1.15 0.438
C 5.730887 2.907120 2.303585 -1.22 1.39 0.09 -0.489
O 6.583122 1.931619 1.589303 -2.01 -0.77 1.56 -0.359
C 6.055856 0.558489 1.713769 0.66 -0.42 0.25 -0.335
H -2.351100 -7.819467 -0.122513 -2.11 1.36 -0.55 0.323
H -3.159550 -6.817072 -1.504758 -0.63 -0.73 2.30 0.246
H -4.223723 -7.950024 -0.286475 1.71 1.85 -0.50 0.294
H -2.275364 -5.659812 0.916866 -2.43 -0.16 -0.51 0.193
H -3.859640 -6.290510 1.720729 0.75 0.65 -2.22 0.300
H -4.803373 -4.058618 0.977017 1.09 -1.07 -1.91 0.399
H -4.126608 -4.042520 -3.005782 1.72 1.17 1.68 0.206
H -1.308548 -2.489347 -5.249445 -2.57 0.43 0.81 0.289
H -3.129539 -3.146707 -5.265299 1.46 1.55 1.15 0.459
H -1.417805 1.045048 -5.391119 -1.23 -1.59 -0.98 0.341
H -5.138693 0.189319 -5.769354 1.67 -1.39 -0.33 0.377
H 1.796443 0.743662 -4.348644 0.61 0.12 2.01 0.536
H 3.114992 0.137876 -3.008642 -4.75 3.12 1.44 -0.085
H 2.004357 0.169184 -0.244180 -2.09 -1.31 -1.22 0.101
H -0.843833 -3.577405 1.917323 -2.21 1.08 -0.51 0.294
H -2.705739 -3.669700 2.194811 1.40 1.24 -1.58 0.132
H -2.332346 -1.829101 3.606117 1.17 0.47 -2.26 0.448
H -0.707272 -1.273830 2.829664 -2.08 -0.85 -0.84 0.196
H -2.284082 -0.068607 0.803092 -0.54 -0.83 1.98 0.172
H -3.752795 -0.582922 1.905994 2.17 0.60 -0.05 0.338
H -2.567039 0.785513 3.921933 0.74 0.68 -2.11 0.355
H -2.927365 1.867109 2.339737 1.28 -1.80 1.35 0.321
H -0.117504 1.092895 3.607835 -1.00 0.85 -2.12 0.216
H -0.143364 1.059144 1.722591 -1.28 0.84 1.49 -0.306
H -0.756754 3.619951 3.756493 0.28 -1.34 -2.28 0.230
H -1.157849 3.731260 1.915066 1.00 -1.46 1.36 0.366
H 1.667763 2.765950 1.855804 -1.17 1.75 0.70 -0.310
H 1.605086 3.768685 3.451849 -1.11 -0.52 -2.26 0.178
H 0.529867 4.979365 0.633230 1.18 0.28 2.13 0.189
H 0.690594 5.966391 2.236290 0.79 -2.05 -0.82 0.281
H 2.897790 5.350811 0.031792 -0.58 0.14 2.52 0.201
H 2.742891 6.716377 1.321670 -0.25 -2.57 -0.33 0.289
H 4.758173 5.713325 2.088735 -1.84 -1.74 0.10 0.418
H 3.628429 4.695381 3.206147 0.30 0.22 -2.29 0.258
H 5.043415 3.901886 0.283859 -1.02 -0.66 2.17 0.219
H 3.736708 2.761898 1.165646 1.53 1.54 0.02 -0.460
H 5.163495 2.435706 3.238882 1.36 0.75 -1.99 0.246
H 6.373114 3.809589 2.717529 -0.93 -2.11 -1.01 0.288
H 5.234536 0.359892 0.880249 1.48 0.27 1.64 -0.028
H 5.612276 0.317638 2.792095 0.80 0.72 -2.34 0.269
H 6.989077 -0.165209 1.580814 -2.08 1.54 0.05 0.246
Ba 4.502679 -0.661881 -3.924881 3.10 -1.97 -1.91 1.793
```
Positions in Å, forces in eV/Å.

Record 2
Below is a structure of composition C27H41BrCrN2P2 in a non-equilibrium geometry, with properties calculated with ωB97M-V/def2-TZVPD.

Output
charge	+2
maximum force	4.72	eV Å⁻¹
electronic energy	-148665.054	eV
LUMO energy (spin up / spin down)	-7.64 / -6.24	eV
2S+1	5
HOMO-LUMO gap (spin up / spin down)	5.002 / 6.397	eV
molar mass	587.49	g/mol
HOMO (spin up / spin down)	-12.645 / -12.641	eV

Structure (XYZ):
```
74
Properties=species:S:1:pos:R:3:forces:R:3:mulliken_spin:R:1
C -0.332258 6.359520 -2.902882 -0.12 -0.12 -0.27 0.003
C -0.474426 5.022658 -3.345015 0.32 0.50 -0.56 -0.003
C -0.825432 4.804572 -4.697633 -0.01 0.48 0.27 0.002
C -1.080841 5.924073 -5.502646 0.21 -0.35 0.58 -0.001
N -0.988717 7.169406 -5.055289 -0.01 0.32 -0.17 0.002
C -0.612880 7.394751 -3.801941 0.08 -0.58 0.21 -0.001
C -0.340728 3.939375 -2.398446 -0.76 -0.92 1.28 -0.021
C -0.487341 3.115891 -1.498433 -0.12 1.13 -1.11 -0.004
C -1.158239 2.424705 -0.426722 0.60 -1.15 0.70 0.004
C -0.537547 2.098612 0.826535 -1.27 1.24 1.08 0.137
C -1.379680 1.699445 1.912629 -0.28 0.25 -1.01 -0.027
C -2.711404 1.327148 1.702058 0.62 -0.30 -0.18 0.015
C -3.316432 1.502787 0.442816 1.12 0.77 0.48 0.023
C -2.501733 2.028177 -0.566599 -0.41 0.59 -0.20 -0.016
Cr 0.471985 0.091695 0.274857 0.06 -1.24 1.38 4.279
P 2.420168 -1.328861 1.368988 -0.18 0.83 0.29 -0.379
H -0.914862 3.815969 -5.134921 0.01 0.03 0.26 0.000
H -0.029112 6.612741 -1.887978 -0.10 -0.27 -0.21 0.000
H -1.374116 5.822502 -6.543882 0.05 -0.15 0.13 0.000
H -0.537434 8.441015 -3.501514 0.01 -0.30 0.00 0.000
H -2.938165 2.199738 -1.538074 -0.19 0.10 -0.08 0.000
H 0.425591 2.504200 1.146699 0.03 0.15 -0.49 0.005
H -4.379552 1.377215 0.247129 0.27 -0.38 0.16 0.000
H -1.090059 1.763669 2.965029 0.41 -0.29 -0.62 0.006
C 2.661097 -2.749653 2.545648 -0.51 -0.18 -0.32 -0.032
C 3.569821 -3.847697 1.972793 0.04 -0.16 -0.03 -0.011
H 1.656161 -3.148098 2.798198 0.55 0.18 -0.22 -0.003
H 3.091707 -2.328640 3.480829 -0.34 0.00 -0.67 0.002
H 3.448031 -4.740628 2.605406 0.13 0.22 -0.38 -0.002
H 3.266670 -4.088464 0.937038 0.24 -0.12 0.52 0.000
H 4.638007 -3.560671 1.987653 -0.59 -0.10 -0.10 0.000
C 2.585937 -1.435076 -0.421240 -0.04 -0.45 -1.77 0.083
C 3.079642 -0.087437 -1.024490 -0.06 -0.36 0.16 0.008
H 1.541231 -1.460145 -0.887155 1.08 -0.66 0.65 -0.018
H 3.077951 -2.362398 -0.803858 -0.14 0.85 0.11 -0.003
H 2.858063 -0.083586 -2.112041 0.55 -0.03 0.64 -0.001
H 2.434451 0.734165 -0.600126 0.86 -0.15 -0.21 0.001
H 4.146883 0.061459 -0.778443 -0.65 0.44 -0.40 0.002
C 3.496200 -0.062185 2.095075 -0.02 0.22 -0.41 -0.039
C 4.947682 -0.528456 2.068513 0.41 0.18 0.21 -0.018
H 3.163327 0.070512 3.132453 -0.03 -0.01 -0.21 0.009
H 3.341755 0.899394 1.582453 0.17 -0.27 0.12 0.005
H 5.590710 0.316571 2.335771 0.04 -0.25 -0.06 -0.004
H 5.104799 -1.319883 2.816250 0.07 0.21 -0.36 0.001
H 5.243676 -0.893769 1.074941 0.02 0.08 0.34 -0.001
Br -3.413464 0.352719 3.169309 -0.63 0.32 -0.23 -0.001
P -2.145340 -2.663283 -0.746642 -1.08 -1.68 -1.30 -0.008
C -0.462328 -3.029591 -0.186562 0.72 0.71 0.77 0.059
C 0.081583 -4.272355 -0.873503 0.12 -0.10 -0.17 0.004
H -0.316700 -3.072056 0.914599 -0.17 0.14 -0.46 -0.004
H 0.117653 -2.166686 -0.567600 -0.31 -0.29 0.22 -0.029
H 1.150460 -4.194456 -1.054945 0.28 -0.04 0.06 -0.001
H -0.079349 -5.171907 -0.275840 -0.18 0.04 -0.22 0.000
H -0.408381 -4.346293 -1.847066 0.13 -0.38 0.14 0.000
C -3.263382 -2.965810 0.678671 -0.64 0.15 0.25 0.003
C -4.668759 -3.527935 0.297722 0.29 0.13 -0.07 0.000
H -3.353199 -2.062341 1.288764 -0.03 -0.17 0.25 -0.001
H -2.809224 -3.776161 1.262101 0.33 0.43 0.08 0.002
H -5.335229 -3.538072 1.176231 0.33 0.11 -0.29 0.000
H -5.153577 -2.932532 -0.492996 0.15 -0.34 0.24 0.000
H -4.554328 -4.578304 -0.025149 -0.15 0.58 -0.12 0.000
C -2.198084 -0.928141 -1.361787 -0.14 0.03 1.13 -0.054
C -2.601409 -0.857775 -2.813519 0.28 0.21 -0.45 0.009
H -1.249766 -0.355834 -1.222861 -0.09 -0.21 0.03 0.082
H -2.935228 -0.421635 -0.741646 0.01 0.00 -0.11 -0.018
H -2.789498 0.162776 -3.112807 -0.10 0.49 -0.05 -0.001
H -1.804882 -1.207610 -3.467282 -0.05 -0.30 -0.03 0.000
H -3.508592 -1.415110 -3.015431 -0.03 -0.25 0.04 0.000
C 0.617176 0.448429 4.784348 0.52 -0.28 1.03 -0.005
C 0.526198 -0.187417 3.505549 -1.16 -1.57 -4.14 0.002
N 0.336657 -0.627172 2.415821 -0.17 2.06 4.24 -0.042
H 1.502044 0.124084 5.336432 0.04 -0.14 -0.09 -0.002
H -0.242934 0.192058 5.399923 -0.20 0.07 -0.08 -0.002
H 0.711321 1.522057 4.685712 -0.19 0.30 -0.21 0.003
```
Positions in Å, forces in eV/Å.

Record 3
Below is a structure of composition C27H41BrN2OS2SbSc, with properties calculated with ωB97M-V/def2-TZVPD.

Output
energy relative to the best compared isomer or geometry (same formula, charge and spin)	6.42	kcal/mol
charge	0
maximum force	0.44	eV Å⁻¹
electronic energy	-152645.836	eV
LUMO energy	-0.31	eV
HOMO-LUMO gap	7.977	eV
molar mass	720.39	g/mol
HOMO	-8.291	eV

Structure (XYZ):
```
76
Properties=species:S:1:pos:R:3:forces:R:3:mulliken_charge:R:1
Sc 0.164068 0.268302 -0.322144 -0.12 0.00 -0.37 -0.277
C -2.449130 4.379794 5.692598 -0.02 0.02 0.03 -2.225
C -1.034740 4.740328 5.242807 -0.03 0.03 0.01 1.842
C -1.037669 6.198491 4.761410 0.00 -0.02 0.02 -1.594
C -0.093762 4.602929 6.446715 -0.01 0.01 0.01 -1.599
C -0.548057 3.839669 4.111093 -0.11 -0.05 0.00 -0.343
C -1.328503 2.830296 3.568057 0.06 -0.04 -0.02 0.032
C -0.808137 2.072416 2.533635 0.24 0.32 0.18 0.142
Br -1.865506 0.701458 1.737130 -0.04 -0.07 -0.09 -0.210
C 0.463523 2.271895 1.994464 -0.36 -0.06 0.12 0.726
O 0.844378 1.489073 0.987758 0.15 0.19 -0.09 -0.230
C 1.265863 3.293387 2.541068 0.02 -0.12 -0.02 -0.727
C 0.727217 4.034981 3.581223 0.04 0.01 -0.08 -0.286
C 2.678029 3.542530 2.007858 0.03 -0.08 0.00 2.332
C 2.627777 3.973045 0.534664 -0.07 -0.03 0.00 -1.712
C 3.397202 4.641572 2.788017 0.01 0.05 0.03 -2.356
C 3.503956 2.253824 2.150305 0.01 -0.01 -0.06 -1.279
H -2.752721 5.045609 6.501133 -0.01 0.01 0.01 0.431
H -2.507297 3.357467 6.069102 0.01 -0.03 0.01 0.416
H -3.172840 4.492974 4.884468 -0.01 0.00 -0.03 0.415
H -1.382678 6.858948 5.558472 -0.01 0.01 0.03 0.464
H -1.699761 6.323152 3.903899 -0.02 -0.01 -0.02 0.360
H -0.041209 6.525159 4.465834 0.03 0.02 -0.01 0.317
H -0.430718 5.243934 7.262971 -0.02 0.02 0.02 0.465
H 0.926240 4.892914 6.196813 0.04 0.01 -0.02 0.313
H -0.072051 3.574238 6.808562 -0.01 -0.04 0.00 0.360
H -2.324173 2.625823 3.929900 -0.04 0.00 0.01 0.570
H 1.328582 4.825422 4.002479 0.04 0.03 0.03 0.405
H 2.060999 4.898821 0.421804 -0.02 0.01 0.02 0.366
H 2.167426 3.212844 -0.093629 0.01 0.00 -0.01 0.223
H 3.640121 4.154524 0.170101 0.03 -0.02 -0.02 0.476
H 2.883271 5.600805 2.709754 -0.01 0.02 -0.02 0.422
H 4.398666 4.771294 2.375855 0.01 0.00 -0.01 0.465
H 3.503967 4.392108 3.844801 0.00 -0.02 0.03 0.398
H 3.077310 1.448024 1.555284 0.04 0.03 0.02 -0.129
H 3.544690 1.934163 3.193675 -0.01 0.00 0.03 0.290
H 4.526492 2.427349 1.809852 0.02 0.02 -0.01 0.557
S 1.051350 0.859556 -2.503552 -0.05 -0.16 0.21 -0.488
C -0.333803 -0.090971 -3.030727 -0.19 -0.22 0.02 1.106
S -1.494449 -0.734201 -1.855938 0.27 0.24 0.03 -0.470
C -0.523959 -0.333761 -4.362365 0.12 0.09 0.28 0.305
C 0.380279 0.161555 -5.343642 0.19 0.12 -0.11 -0.157
N 1.113487 0.559555 -6.134973 0.03 0.01 -0.06 -0.464
C -1.622685 -1.101742 -4.834621 -0.27 -0.17 -0.01 -0.135
N -2.508711 -1.727464 -5.216641 -0.03 -0.03 -0.04 -0.469
C 2.470666 -4.908906 0.418564 -0.03 -0.02 0.10 -1.245
C 2.222012 -3.526321 -0.168355 0.00 -0.12 -0.19 0.381
C 3.510404 -2.889341 -0.682296 0.03 0.15 0.00 -1.336
Sb 1.215701 -2.107625 1.093465 0.06 0.04 -0.09 0.910
C 2.636668 -1.517535 2.601516 0.16 0.09 0.14 0.522
C 3.555699 -2.608800 3.133384 0.00 -0.12 -0.09 -1.441
C 1.895497 -0.801991 3.727869 -0.16 0.01 -0.02 -1.141
C -0.330579 -3.203769 2.112903 -0.14 -0.05 0.18 0.438
C -1.179703 -3.933315 1.076183 0.04 0.04 -0.19 -1.390
C 0.139336 -4.143753 3.217297 0.11 0.04 0.03 -1.262
H 3.008809 -5.523207 -0.307009 0.01 -0.01 -0.03 0.494
H 1.543976 -5.428208 0.659533 -0.02 0.00 0.02 0.234
H 3.077517 -4.867894 1.323095 0.03 0.01 0.03 0.197
H 1.533439 -3.623899 -1.014618 0.00 0.01 0.06 0.371
H 4.229591 -2.727861 0.123673 0.00 0.01 0.00 0.241
H 3.330302 -1.928053 -1.172549 0.00 -0.04 0.02 0.268
H 3.987147 -3.544310 -1.413833 -0.01 -0.02 -0.03 0.467
H 3.250357 -0.770864 2.086313 -0.05 -0.07 -0.04 0.190
H 3.002835 -3.424288 3.599685 -0.05 -0.02 0.03 0.234
H 4.224874 -2.194166 3.891074 0.01 0.04 0.02 0.488
H 4.178016 -3.034490 2.346749 0.01 -0.03 0.01 0.299
H 1.230075 -1.476680 4.272076 0.01 0.00 -0.02 0.245
H 1.296997 0.031525 3.354801 -0.03 0.03 0.00 0.092
H 2.605632 -0.396585 4.451797 0.05 0.01 0.00 0.483
H -0.943176 -2.416868 2.566091 0.06 0.00 -0.04 0.304
H -0.613777 -4.725553 0.581475 0.00 -0.01 0.00 0.243
H -1.551447 -3.263981 0.295621 0.00 -0.01 0.03 0.274
H -2.040429 -4.402622 1.555452 -0.03 0.00 0.03 0.459
H 0.820913 -4.907293 2.843482 0.02 -0.03 -0.04 0.201
H -0.719272 -4.660246 3.652836 -0.04 0.00 0.00 0.483
H 0.643308 -3.612118 4.024517 0.02 -0.01 -0.01 0.251
```
Positions in Å, forces in eV/Å.